a | The following is a quantum chemistry calculation of a cluster of 14 separate species, C41H119N9O14 in total, from OMol25.

highest occupied orbital energy	-8.27	eV

Atoms and positions in Å:
C: 4.53955 -3.12258 -1.70222
C: 4.17011 -4.13195 -2.87627
C: 3.20073 -3.28747 -3.70253
O: 2.62429 -3.99963 -4.77920
C: 2.14910 -3.20500 -5.91926
N: 5.34823 -4.65693 -3.53064
H: 3.67778 -2.85216 -1.09066
H: 4.91735 -2.16422 -2.06632
H: 5.31088 -3.58805 -1.03778
H: 3.79371 -4.97798 -2.34368
H: 3.77574 -2.44588 -4.03029
H: 2.44073 -2.84029 -3.06620
H: 2.92813 -2.64827 -6.38913
H: 1.31454 -2.56328 -5.57955
H: 1.79548 -3.92356 -6.65871
H: 5.72141 -3.98535 -4.16372
H: 5.10823 -5.52275 -3.97657
C: -7.08515 -4.31458 2.28128
C: -6.41749 -2.94633 2.42978
C: -5.07815 -2.97795 1.68463
O: -4.40538 -1.72429 1.78909
C: -3.12411 -1.67424 1.14486
N: -7.35869 -1.93004 1.96112
H: -6.47336 -5.20309 2.51930
H: -7.36653 -4.46221 1.23183
H: -8.00951 -4.41616 2.87140
H: -6.19375 -2.78988 3.47508
H: -5.30304 -3.09626 0.62724
H: -4.48072 -3.83951 2.07037
H: -2.68463 -0.70778 1.38610
H: -3.25367 -1.75506 0.06793
H: -2.47955 -2.48729 1.49518
H: -6.88522 -1.09288 1.72162
H: -7.78998 -2.23784 1.08800
C: -3.68705 1.61312 1.82867
C: -4.49724 1.72024 3.09387
C: -3.84081 0.86141 4.14960
O: -2.46728 1.28563 4.35958
C: -1.96502 0.41993 5.35222
N: -4.56625 3.12180 3.48572
H: -3.80756 0.70794 1.28649
H: -2.59025 1.73695 2.02957
H: -3.92265 2.47170 1.15706
H: -5.51853 1.22494 2.92387
H: -3.88903 -0.13428 3.74445
H: -4.34756 0.91325 5.10860
H: -2.62419 0.27982 6.20520
H: -1.01145 0.81405 5.66698
H: -1.71942 -0.54271 4.87341
H: -4.97177 3.23479 4.39644
H: -5.00375 3.72712 2.85460
C: -1.32177 -5.92272 -2.40363
C: -1.75986 -4.76940 -3.26808
C: -2.55758 -3.71421 -2.43337
O: -3.61452 -4.35614 -1.75396
C: -4.79534 -4.39565 -2.55089
N: -0.60057 -4.04888 -3.82573
H: -0.85678 -6.76960 -2.94888
H: -2.19382 -6.29114 -1.84325
H: -0.58298 -5.56560 -1.72270
H: -2.40263 -5.07449 -4.10685
H: -2.92467 -2.89001 -3.09994
H: -1.89662 -3.23499 -1.68639
H: -5.65704 -4.58559 -1.91296
H: -4.76448 -5.22744 -3.26726
H: -4.97281 -3.45499 -3.06545
H: -0.08780 -3.62014 -3.04735
H: -0.05855 -4.67230 -4.42952
C: 3.88380 -1.43514 2.82273
C: 4.22020 -0.94154 4.17512
C: 3.48496 0.38327 4.48566
O: 3.79122 0.89946 5.69791
C: 3.13735 2.16961 5.87156
N: 3.97028 -1.96500 5.16780
H: 4.35867 -2.39560 2.61493
H: 4.18908 -0.69081 2.05225
H: 2.76160 -1.55130 2.77188
H: 5.33372 -0.84593 4.18365
H: 2.43184 0.19962 4.32791
H: 3.74237 1.11159 3.72258
H: 3.47799 2.63626 6.80269
H: 2.02438 2.08576 5.96712
H: 3.38651 2.86718 5.10552
H: 4.20825 -1.61192 6.05373
H: 3.05824 -2.37462 5.17753
C: 0.24970 5.90262 4.68022
C: -0.17851 4.43477 4.87008
C: -0.63882 4.09339 6.29102
O: 0.37688 4.49438 7.13326
C: 0.20050 3.79028 8.30972
N: -1.20224 4.09321 3.90753
H: -0.29852 6.58007 5.32665
H: 0.17265 6.21002 3.64548
H: 1.27352 6.03003 5.01641
H: 0.67222 3.79970 4.62233
H: -0.82838 2.99921 6.42926
H: -1.60676 4.61276 6.52395
H: -0.84596 3.76080 8.68004
H: 0.78545 4.18211 9.16163
H: 0.36311 2.74001 8.14941
H: -1.50570 3.13839 3.98744
H: -2.03245 4.67845 4.04867
C: -0.99454 1.29322 -7.71360
C: -0.02524 1.59300 -6.56044
C: -0.86384 1.74944 -5.21824
O: 0.08251 2.19756 -4.24286
C: 0.35126 3.55668 -4.39562
N: 1.00034 0.55621 -6.32602
H: -0.47363 1.19908 -8.68882
H: -1.68315 2.16326 -7.84220
H: -1.67410 0.43143 -7.63074
H: 0.43047 2.54475 -6.85272
H: -1.38559 0.82010 -5.03074
H: -1.72102 2.47358 -5.34612
H: 1.03909 3.75174 -5.22701
H: 0.83867 4.00770 -3.51626
H: -0.51328 4.20949 -4.62906
H: 1.48921 0.63844 -5.45762
H: 0.53640 -0.33102 -6.26307
C: 2.45972 3.11907 2.43948
C: 1.81528 4.00759 1.35675
C: 2.41254 3.63582 -0.04558
O: 3.83026 4.04129 0.12103
C: 4.56114 4.34582 -1.05806
N: 0.36062 3.80460 1.40875
H: 2.00113 3.35413 3.37408
H: 3.51852 3.32224 2.50309
H: 2.43089 2.06874 2.23892
H: 2.09407 5.06285 1.53535
H: 1.93067 4.06421 -0.93041
H: 2.38696 2.53881 -0.10053
H: 5.61095 4.46002 -0.72395
H: 4.27833 5.27637 -1.54200
H: 4.61541 3.50104 -1.77909
H: 0.17513 2.79906 1.38681
H: -0.06420 4.15457 2.26760
C: -0.38441 -0.51390 -2.30518
C: 0.37080 -0.00937 -1.11219
C: -0.43599 -0.04106 0.15114
O: 0.39551 0.44832 1.17436
C: 0.03175 0.03010 2.46799
N: 1.60650 -0.78339 -1.01260
H: -1.27491 0.09618 -2.52365
H: -0.65820 -1.57690 -2.29169
H: 0.21030 -0.36441 -3.23090
H: 0.67602 1.02928 -1.33683
H: -0.70889 -1.11140 0.34869
H: -1.32704 0.60944 0.03684
H: 0.25600 -1.04851 2.54611
H: -1.03525 0.06566 2.64381
H: 0.54962 0.60530 3.23446
H: 2.16443 -0.64200 -1.81449
H: 2.19163 -0.40220 -0.29665
C: -2.01476 -2.44248 -6.63094
O: -1.13800 -1.91830 -5.58409
H: -2.85877 -1.78069 -6.57615
H: -1.54615 -2.36222 -7.62745
H: -2.26920 -3.46142 -6.40974
H: -0.81879 -2.66981 -4.96896
C: 5.75482 0.85203 0.10129
O: 4.46929 0.53033 -0.44447
H: 5.68746 0.80877 1.20160
H: 6.54259 0.12078 -0.13804
H: 6.05844 1.82898 -0.29587
H: 4.54224 0.31332 -1.39356
C: 0.99873 -3.97221 0.34326
O: 0.59229 -3.39061 -0.89684
H: 0.78694 -5.03872 0.29903
H: 2.06771 -3.76641 0.53618
H: 0.39412 -3.50141 1.14395
H: 0.96441 -2.47322 -0.91745
C: 3.36250 1.83539 -3.44113
O: 3.64062 0.41935 -3.56195
H: 2.66078 2.23606 -4.17103
H: 3.00577 1.96278 -2.42968
H: 4.22502 2.48245 -3.50294
H: 3.94674 0.08950 -4.42073
C: -2.44373 3.40530 -1.21101
O: -3.58771 2.59293 -1.45520
H: -2.53652 3.75130 -0.17976
H: -1.53130 2.79328 -1.16945
H: -2.30826 4.25873 -1.87904
H: -3.49284 2.32148 -2.37593

---

b | The following is a quantum chemistry calculation of a cluster of 14 separate species, C41H119N9O14 in total, from OMol25.

highest occupied orbital energy	-8.58	eV

Atoms and positions in Å:
C: 11.35937 -32.77927 -1.23191
C: 11.60920 -31.27671 -1.68915
C: 12.93715 -31.08871 -2.37434
O: 14.09224 -31.39549 -1.59345
C: 14.39436 -30.22212 -0.86755
N: 10.56109 -30.71778 -2.59497
H: 12.27241 -33.17591 -0.80348
H: 11.04547 -33.46296 -2.05096
H: 10.59454 -32.69079 -0.44223
H: 11.54250 -30.59729 -0.86045
H: 13.02353 -30.09635 -2.77010
H: 12.93889 -31.85732 -3.18276
H: 15.46469 -30.23621 -0.61888
H: 13.75582 -30.08689 0.02542
H: 14.25064 -29.30224 -1.47109
H: 10.45973 -31.37256 -3.36740
H: 10.96064 -29.85657 -2.94375
C: 2.22649 -31.54748 0.26074
C: 1.55328 -30.33185 -0.39523
C: 2.15865 -28.99060 0.08999
O: 1.43003 -27.86997 -0.22397
C: 2.18510 -26.70547 0.12793
N: 1.61319 -30.48380 -1.90844
H: 1.87598 -32.51044 -0.13422
H: 2.15808 -31.58401 1.35630
H: 3.29796 -31.60311 0.02490
H: 0.52759 -30.30737 -0.11554
H: 3.17527 -28.92870 -0.40302
H: 2.27413 -28.93655 1.16081
H: 2.25492 -26.59226 1.18854
H: 1.76076 -25.81340 -0.28452
H: 3.20002 -26.85485 -0.21387
H: 0.96048 -29.78557 -2.36797
H: 2.59918 -30.23968 -2.15209
C: 7.26653 -22.07846 3.85868
C: 7.33213 -23.06194 2.72003
C: 5.98947 -23.71245 2.48862
O: 6.12932 -24.62198 1.41706
C: 4.88207 -24.92845 0.75310
N: 7.73049 -22.38790 1.54805
H: 8.16275 -21.44045 3.92184
H: 7.27418 -22.63227 4.84206
H: 6.33760 -21.47214 3.66887
H: 8.09798 -23.84960 2.97294
H: 5.25383 -22.90391 2.24057
H: 5.63694 -24.24148 3.40649
H: 4.10503 -25.24346 1.37149
H: 5.09078 -25.73144 0.01535
H: 4.59260 -23.97327 0.19789
H: 7.72986 -22.90741 0.67724
H: 7.01322 -21.68121 1.37423
C: 1.61139 -27.34048 -4.06956
C: 2.49058 -27.66179 -5.29711
C: 3.07382 -29.02268 -5.17175
O: 2.00859 -29.90461 -5.25095
C: 2.28737 -31.30065 -5.28402
N: 1.84114 -27.61881 -6.64556
H: 0.72100 -27.95015 -4.06656
H: 1.27443 -26.32144 -4.06989
H: 2.06603 -27.53177 -3.07852
H: 3.27733 -26.91347 -5.32246
H: 3.48857 -29.15900 -4.18472
H: 3.85940 -29.27713 -6.02238
H: 3.18993 -31.60084 -5.81070
H: 1.42130 -31.76868 -5.80106
H: 2.37832 -31.77708 -4.31883
H: 1.09967 -28.31744 -6.61473
H: 1.24248 -26.75181 -6.65336
C: 13.64593 -23.88378 -1.19213
C: 12.43178 -24.86580 -1.34017
C: 11.83974 -24.64662 -2.74051
O: 10.79908 -25.54539 -2.98542
C: 10.19288 -25.17236 -4.26884
N: 12.78656 -26.20722 -1.04353
H: 14.30569 -23.94806 -2.05842
H: 14.24865 -24.13321 -0.34313
H: 13.26364 -22.85938 -1.08644
H: 11.71427 -24.64443 -0.52990
H: 12.65897 -25.02269 -3.47657
H: 11.53819 -23.61688 -2.87872
H: 10.75075 -25.52403 -5.14322
H: 10.10193 -24.10636 -4.30553
H: 9.23518 -25.63298 -4.32677
H: 11.97913 -26.82792 -0.99164
H: 13.31173 -26.59937 -1.78784
C: 9.55464 -31.86854 -6.20953
C: 11.01042 -32.42050 -6.33148
C: 12.00028 -31.25849 -6.67665
O: 13.21087 -31.87482 -7.01684
C: 14.25012 -30.95526 -6.90159
N: 11.41648 -33.13625 -5.04789
H: 9.31408 -31.33940 -7.14591
H: 9.30397 -31.14289 -5.39563
H: 8.83205 -32.66201 -5.97871
H: 10.99538 -33.14802 -7.15702
H: 12.12532 -30.58154 -5.78522
H: 11.75549 -30.57356 -7.49136
H: 14.16035 -30.35415 -5.95985
H: 14.22451 -30.32897 -7.78835
H: 15.22639 -31.49307 -6.82823
H: 12.42535 -33.17367 -5.01721
H: 11.00941 -34.07997 -5.19741
C: 8.62852 -29.46346 0.58639
C: 8.15972 -28.59545 -0.63876
C: 9.33525 -27.68177 -1.03482
O: 9.89107 -26.89467 -0.02083
C: 9.06891 -25.69716 0.04227
N: 7.75090 -29.34696 -1.77750
H: 9.43397 -30.14964 0.21853
H: 7.86853 -30.01382 1.06433
H: 9.13496 -28.89075 1.34489
H: 7.38920 -27.95282 -0.27094
H: 9.00212 -27.05871 -1.82819
H: 10.16410 -28.34263 -1.31882
H: 8.14293 -25.83692 0.58798
H: 8.85240 -25.30659 -0.99059
H: 9.66656 -24.91175 0.49624
H: 8.34053 -30.17166 -1.91656
H: 7.77960 -28.70626 -2.60501
C: 3.35961 -21.36803 -2.07432
C: 2.59882 -22.53721 -2.76839
C: 1.23018 -22.84166 -2.19218
O: 0.82550 -24.10466 -2.61699
C: -0.48710 -24.47582 -2.18783
N: 2.63118 -22.39670 -4.19324
H: 3.84356 -21.65936 -1.13308
H: 2.77344 -20.50434 -1.85733
H: 4.20475 -21.10148 -2.72162
H: 3.16466 -23.43110 -2.45713
H: 0.54945 -22.03182 -2.53717
H: 1.29034 -22.83592 -1.07997
H: -0.67001 -25.49340 -2.55470
H: -1.21129 -23.78276 -2.54651
H: -0.58862 -24.42758 -1.09077
H: 2.76692 -21.43253 -4.45810
H: 1.89913 -22.87324 -4.67727
C: 6.32956 -24.94828 -3.20118
C: 5.43734 -26.15373 -3.55486
C: 6.03158 -27.03132 -4.77144
O: 7.37476 -27.35032 -4.46707
C: 8.14313 -27.87156 -5.45916
N: 5.22671 -26.96510 -2.38961
H: 7.32251 -25.20541 -2.80193
H: 5.90954 -24.32474 -2.41269
H: 6.44740 -24.29691 -4.11423
H: 4.48911 -25.82296 -3.92488
H: 5.92054 -26.44980 -5.67401
H: 5.52407 -27.96908 -4.95164
H: 7.83095 -28.88622 -5.67258
H: 9.19022 -27.84047 -5.15880
H: 8.05900 -27.25666 -6.39505
H: 4.80747 -27.87717 -2.51300
H: 6.04887 -27.18380 -1.84539
C: 3.21694 -24.41610 -7.14162
O: 4.06932 -24.32986 -6.01697
H: 2.14114 -24.40954 -6.83788
H: 3.44276 -23.55723 -7.79160
H: 3.41684 -25.34809 -7.69565
H: 3.73959 -23.80597 -5.30506
C: 7.21303 -20.62650 -2.34971
O: 6.84371 -21.38747 -1.16220
H: 6.49776 -19.90856 -2.68607
H: 8.09860 -20.00351 -2.08974
H: 7.54574 -21.38537 -3.04925
H: 6.22538 -20.90932 -0.67025
C: 13.14472 -27.81158 -4.54759
O: 11.78714 -27.91057 -4.09732
H: 13.51471 -26.80973 -4.61456
H: 13.77146 -28.41883 -3.98305
H: 13.05591 -28.22435 -5.58304
H: 11.46868 -27.29168 -3.46493
C: 5.27628 -31.34154 -2.96244
O: 5.17381 -30.15578 -2.09093
H: 5.69319 -31.07135 -3.89874
H: 5.93838 -32.05920 -2.45920
H: 4.33653 -31.84623 -3.15030
H: 6.13071 -29.97021 -1.78136
C: 4.28136 -29.51343 -9.20140
O: 3.64731 -29.61125 -10.43188
H: 4.17982 -30.33267 -8.55688
H: 5.39960 -29.40033 -9.38666
H: 4.05528 -28.63415 -8.68156
H: 2.71447 -29.77415 -10.23615

---

Stability check: which of them is least stable? b.

---

a | The following is a quantum chemistry calculation of the molecule C2H4N4O2, from OMol25.

highest occupied orbital energy	-8.97	eV
SMILES	[H]/N=C1/NO/C(=N\[H])NO1

Atoms and positions in Å:
H: 3.05091 0.60339 0.84678
N: 2.58240 -0.23782 0.34027
C: 1.35267 0.26586 -0.22924
N: 0.74764 -0.99860 -0.60863
O: -0.50207 -1.23563 0.03520
C: -1.40958 -0.06503 -0.06218
N: -2.62629 -0.06551 0.24606
H: -3.05700 -1.05630 0.24590
N: -0.82515 1.17555 -0.39830
O: 0.68301 1.36204 -0.07290
H: 1.42442 -1.65503 -0.42363
H: -1.42096 1.90708 0.08066

---

b | The following is a quantum chemistry calculation of the molecule C2H4N4O2, from OMol25.

highest occupied orbital energy	-8.31	eV
SMILES	N/N=c1/ncn(O)o1

Atoms and positions in Å:
N: -2.80600 -0.50388 -0.02442
N: -1.81093 0.50434 0.05318
C: -0.59736 0.48417 0.07238
N: 0.16428 1.66034 0.16477
C: 1.45162 1.31214 -0.14909
N: 1.57628 -0.04798 -0.35710
O: 2.52569 -0.87263 0.44103
O: 0.20755 -0.49963 -0.24027
H: -2.35581 -1.51766 -0.41803
H: -3.33834 -0.46406 0.87708
H: 2.43949 1.65531 -0.04926
H: 2.54352 -1.71047 -0.37027

---

Stability check: which of them is least stable? b.